Molecular formula: C4H15NO3
Method: DFT, the ωB97M-V functional and the def2-TZVPD basis

Cartesian coordinates (Å):
1 C -0.098 -1.144 -2.109
2 N 0.729 -0.995 0.792
3 C -0.570 -0.583 0.323
4 C -0.950 -0.535 -0.984
5 C -1.578 -0.122 1.340
6 H 0.006 -0.399 -2.939
7 H 1.042 -1.166 -1.771
8 H -0.357 -2.242 -2.387
9 H 1.386 -1.361 0.009
10 H 1.162 -0.420 1.453
11 H -1.916 -0.215 -1.448
12 H -1.812 -0.829 2.148
13 H -2.639 -0.179 0.834
14 H -1.334 1.062 1.631
15 H 0.357 4.349 -3.803
16 H 1.425 3.816 -2.856
17 O 0.803 3.587 -3.535
18 H -0.078 -3.131 0.796
19 H 0.706 -3.961 1.848
20 O -0.108 -3.852 1.384
21 H 0.967 2.870 3.799
22 H 1.813 2.469 2.652
23 O 1.044 2.981 2.825

Results
⟨S²⟩: 0.75
ΔE to the lowest compared entry with this formula, charge and spin: 217.20 kJ/mol
HOMO level (alpha / beta): 0.834 / -4.983 eV
DFT total energy: -441.7650 Ha
Total charge: -1
F_max: 4.45 eV/Å
Gap between HOMO and LUMO (alpha / beta): 2.4 / 8.2 eV
Multiplicity: 2
Lowest unoccupied orbital energy (alpha / beta): 3.27 / 3.20 eV

Molecular formula: C4H15NO3
Method: DFT, the ωB97M-V functional and the def2-TZVPD basis

Cartesian coordinates (Å):
1 C 0.570 -0.502 -1.732
2 C -0.353 0.561 -1.103
3 C 0.237 1.107 0.197
4 N 0.079 0.227 1.357
5 C -0.279 2.524 0.504
6 O -0.692 2.674 1.860
7 H 0.217 -1.129 -2.547
8 H 1.013 -1.099 -0.946
9 H 1.393 0.110 -2.135
10 H -1.328 0.081 -0.957
11 H -0.525 1.362 -1.823
12 H 1.322 1.142 0.073
13 H 0.756 -0.524 1.293
14 H -0.823 -0.246 1.398
15 H -1.155 2.791 -0.080
16 H 0.508 3.258 0.325
17 H -0.319 1.945 2.375
18 O -2.498 -2.087 0.201
19 H -2.096 -1.218 0.151
20 H -2.920 -2.383 -0.611
21 O 2.004 -2.758 0.497
22 H 2.944 -2.779 0.292
23 H 1.944 -3.057 1.410

Results
ΔE to the lowest compared entry with this formula, charge and spin: 87.48 kJ/mol
HOMO level: -9.693 eV
DFT total energy: -441.8486 Ha
F_max: 1.73 eV/Å
Gap between HOMO and LUMO: 10.2 eV
SMILES: CC[C@H](N)CO.O.O
Lowest unoccupied orbital energy: 0.52 eV

Molecular formula: C4H15NO3
Method: DFT, the ωB97M-V functional and the def2-TZVPD basis

Cartesian coordinates (Å):
1 C -1.062 0.003 -1.845
2 C -0.280 0.303 -0.575
3 C -1.069 0.201 0.725
4 C -1.470 -1.199 1.153
5 O -2.267 0.960 0.545
6 N 0.407 1.467 -0.603
7 H -0.345 -0.262 -2.626
8 H -1.593 0.902 -2.127
9 H -1.770 -0.795 -1.677
10 H 0.691 -0.609 -0.533
11 H -0.463 0.621 1.527
12 H -2.529 -1.418 1.150
13 H -1.138 -1.341 2.187
14 H -0.872 -1.961 0.677
15 H -2.003 1.839 0.240
16 H 0.908 1.576 0.277
17 H 1.148 1.449 -1.311
18 H 0.918 -1.308 -0.532
19 H 3.741 0.028 -0.459
20 O 2.798 -0.132 -0.549
21 H 2.172 -0.536 2.175
22 H 2.336 0.084 0.555
23 O 1.744 0.126 1.628

Results
ΔE to the lowest compared entry with this formula, charge and spin: 455.45 kJ/mol
HOMO level: -8.537 eV
DFT total energy: -441.7084 Ha
F_max: 4.00 eV/Å
Gap between HOMO and LUMO: 7.4 eV
Lowest unoccupied orbital energy: -1.14 eV

Molecular formula: C4H15NO3
Method: DFT, the ωB97M-V functional and the def2-TZVPD basis

Cartesian coordinates (Å):
1 C -0.776 1.540 0.096
2 C 0.022 0.307 0.457
3 O 1.271 0.150 -0.252
4 C -0.789 -0.995 0.243
5 C -2.004 -1.123 1.155
6 N -1.169 -1.216 -1.150
7 H -1.338 1.804 0.984
8 H -1.436 1.367 -0.753
9 H -0.165 2.413 -0.139
10 H 0.351 0.380 1.483
11 H 1.086 0.410 -1.162
12 H -0.063 -1.763 0.438
13 H -2.641 -1.960 0.901
14 H -2.510 -0.156 1.136
15 H -1.663 -1.196 2.174
16 H -1.656 -0.477 -1.633
17 H -0.388 -1.519 -1.698
18 O 2.827 -2.253 1.766
19 H 2.980 -1.341 1.496
20 H 1.872 -2.334 1.678
21 O 1.737 2.718 -2.182
22 H 2.659 2.899 -1.969
23 H 1.790 2.346 -3.069

Results
ΔE to the lowest compared entry with this formula, charge and spin: 54.37 kJ/mol
HOMO level: -9.225 eV
DFT total energy: -441.8612 Ha
F_max: 1.27 eV/Å
Gap between HOMO and LUMO: 9.7 eV
SMILES: C[C@H](O)[C@@H](C)N.O.O
Lowest unoccupied orbital energy: 0.46 eV

Molecular formula: C4H15NO3
Method: DFT, the ωB97M-V functional and the def2-TZVPD basis

Cartesian coordinates (Å):
1 C -1.848 0.842 0.212
2 C -0.982 0.690 -1.060
3 C -0.665 -0.806 -1.166
4 N -1.234 -1.394 0.088
5 C -2.392 -0.561 0.423
6 H -2.639 1.571 0.045
7 H -1.226 1.177 1.042
8 H -1.500 1.067 -1.938
9 H -0.068 1.286 -1.011
10 H -1.191 -1.213 -2.034
11 H 0.381 -1.091 -1.176
12 H -1.483 -2.364 -0.045
13 H -3.219 -0.751 -0.269
14 H -2.724 -0.745 1.441
15 O 1.362 -0.484 1.281
16 H 1.711 -1.218 1.796
17 H 0.431 -0.716 1.119
18 O 2.881 -0.803 -1.051
19 H 3.745 -0.440 -1.265
20 H 2.605 -0.395 -0.212
21 O 1.492 2.398 0.873
22 H 2.384 2.577 1.177
23 H 1.279 1.451 0.937

Results
ΔE to the lowest compared entry with this formula, charge and spin: 12.45 kJ/mol
HOMO level: -9.311 eV
DFT total energy: -441.8771 Ha
F_max: 1.13 eV/Å
Gap between HOMO and LUMO: 9.9 eV
SMILES: C1CCNC1.O.O.O
Lowest unoccupied orbital energy: 0.63 eV

Molecular formula: C4H15NO3
Method: DFT, the ωB97M-V functional and the def2-TZVPD basis

Cartesian coordinates (Å):
1 C 0.548 -0.187 2.174
2 C -0.415 0.413 1.163
3 C 0.393 1.206 0.070
4 C 1.071 0.249 -0.986
5 N 2.099 -0.512 -0.408
6 H 1.349 -0.807 1.752
7 H 0.959 0.592 2.856
8 H 0.004 -0.867 2.846
9 H -1.094 1.158 1.579
10 H -0.948 -0.412 0.695
11 H 1.104 1.881 0.542
12 H -0.313 1.871 -0.435
13 H 1.312 1.010 -1.760
14 H 0.373 -0.497 -1.440
15 H -3.410 2.080 -0.676
16 H 3.034 -0.153 -0.619
17 O -2.727 1.542 -0.271
18 H -2.179 -0.416 -2.159
19 H -2.187 0.847 -0.848
20 O -1.456 0.024 -1.694
21 H 1.522 -3.465 -0.035
22 H 1.508 -1.713 -0.320
23 O 1.056 -2.654 0.174

Results
ΔE to the lowest compared entry with this formula, charge and spin: 768.16 kJ/mol
HOMO level: -9.119 eV
DFT total energy: -441.5893 Ha
F_max: 4.47 eV/Å
Gap between HOMO and LUMO: 4.6 eV
Lowest unoccupied orbital energy: -4.49 eV

Molecular formula: C4H15NO3
Method: DFT, the ωB97M-V functional and the def2-TZVPD basis

Cartesian coordinates (Å):
1 C 0.829 -0.175 -1.753
2 C -0.115 0.971 -1.377
3 C -1.065 0.378 -0.321
4 N -0.304 -0.644 0.360
5 C 0.584 -1.239 -0.613
6 H 1.874 0.069 -1.675
7 H 0.657 -0.624 -2.718
8 H -0.731 1.290 -2.221
9 H 0.458 1.866 -1.130
10 H -1.652 1.113 0.218
11 H -1.855 -0.099 -0.909
12 H 0.087 -0.520 1.275
13 H 0.128 -2.138 -0.985
14 H 1.562 -1.450 -0.199
15 O -0.417 2.937 2.958
16 H 0.181 2.559 3.611
17 H -0.816 2.181 2.522
18 O 2.205 1.437 2.720
19 H 1.466 0.834 2.627
20 H 2.511 1.664 1.837
21 O -2.186 -3.281 -1.449
22 H -1.484 -3.346 -2.102
23 H -1.918 -3.784 -0.675

Results
ΔE to the lowest compared entry with this formula, charge and spin: 118.87 kJ/mol
HOMO level: -8.770 eV
DFT total energy: -441.8366 Ha
F_max: 1.55 eV/Å
Gap between HOMO and LUMO: 9.2 eV
SMILES: C1CCNC1.O.O.O
Lowest unoccupied orbital energy: 0.42 eV

Molecular formula: C4H15NO4P2
Method: DFT, the ωB97M-V functional and the def2-TZVPD basis

Cartesian coordinates (Å):
1 N -0.441 -2.267 5.143
2 P -0.006 -2.914 3.635
3 O 1.631 -2.985 3.746
4 P -0.010 -1.112 2.325
5 O 0.850 -0.167 3.424
6 H -0.313 -1.273 5.302
7 H -1.346 -2.575 5.469
8 H 2.053 -2.143 3.966
9 H -1.334 -0.739 2.703
10 H 1.004 0.721 3.096
11 C -0.742 1.649 -4.180
12 O 0.174 0.631 -3.829
13 C 1.192 1.059 -2.942
14 C 0.917 0.650 -1.511
15 O -0.236 1.285 -0.983
16 C -1.384 0.456 -0.985
17 H -1.540 1.179 -4.751
18 H -1.167 2.135 -3.297
19 H -0.263 2.412 -4.804
20 H 1.312 2.147 -2.997
21 H 2.131 0.599 -3.265
22 H 1.772 0.941 -0.892
23 H 0.814 -0.438 -1.448
24 H -1.259 -0.364 -0.272
25 H -1.585 0.037 -1.974
26 H -2.226 1.075 -0.679

Results
ΔE to the lowest compared entry with this formula, charge and spin: 0.00 kJ/mol
HOMO level: -8.694 eV
DFT total energy: -1199.8104 Ha
F_max: 0.27 eV/Å
Gap between HOMO and LUMO: 9.0 eV
SMILES: NP(O)#[PH]O.COCCOC
Lowest unoccupied orbital energy: 0.29 eV

Molecular formula: C4H15NO5
Method: DFT, the ωB97M-V functional and the def2-TZVPD basis

Cartesian coordinates (Å):
1 C -2.005 -0.804 -0.637
2 C -0.927 -0.562 0.365
3 O -1.009 0.278 1.243
4 N 0.281 -1.235 0.211
5 C 0.959 -1.096 -1.067
6 C 1.361 0.330 -1.414
7 O 1.986 1.011 -0.342
8 H -1.855 -1.656 -1.285
9 H -2.988 -1.041 -0.217
10 H -2.117 0.156 -1.135
11 H 0.879 -0.918 0.979
12 H 1.793 -1.787 -1.162
13 H 0.253 -1.460 -1.802
14 H 0.498 0.907 -1.776
15 H 2.079 0.281 -2.233
16 H 1.325 1.393 0.254
17 O 2.014 -3.229 1.717
18 H 2.125 -3.223 0.761
19 H 1.063 -3.155 1.844
20 O -2.279 2.644 0.060
21 H -1.489 3.001 -0.351
22 H -2.062 1.916 0.670
23 O 0.270 2.706 1.456
24 H 0.397 2.341 2.338
25 H -0.555 3.202 1.523

Results
ΔE to the lowest compared entry with this formula, charge and spin: 59.21 kJ/mol
HOMO level: -9.927 eV
DFT total energy: -592.3605 Ha
F_max: 0.96 eV/Å
Gap between HOMO and LUMO: 10.5 eV
SMILES: CC(=O)NCCO.O.O.O
Lowest unoccupied orbital energy: 0.55 eV